Entry 1:
An isolated molecule of C3H7NO3 at a distorted geometry, computed with wB97M-V/def2-TZVPD.

Structure (XYZ):
```
14
C3H7NO3, DFT wB97M-V/def2-TZVPD
C -0.4320 1.0183 -1.7588
C 1.2018 -0.2936 1.6583
C -0.3938 -0.0265 -0.5687
N -1.2419 0.2417 0.5017
O -1.6039 -0.7916 1.0297
O -0.2499 -1.2382 -1.0017
O 0.7237 0.5578 0.6203
H 0.4539 1.0769 -2.3481
H -0.5908 1.9983 -1.1102
H -1.3238 0.8170 -2.3250
H 0.4763 -0.2803 2.5036
H 2.1562 0.1239 2.0040
H 1.5200 -1.3277 1.2807
H -0.6958 -1.8760 -0.4858
```

Relative energy (zero: lowest compared OMol25 entry of this formula, charge and spin): 5.699 eV
SMILES: CO[C@@](C)(O)N=O
Spin multiplicity: 1
Frontier orbital gap: 9.58 eV
HOMO: -9.4 eV
LUMO energy: 0.16 eV
Net charge: 0

Entry 2:
A structure of composition C20H39N4NiP at a distorted geometry, computed with wB97M-V/def2-TZVPD.

Structure (XYZ):
```
65
C20H39N4NiP, DFT wB97M-V/def2-TZVPD
Ni 7.8607 7.3759 6.6234
C 5.5293 6.2987 8.0007
C 6.5758 6.3991 9.1011
N 7.5945 7.4319 8.7532
C 7.2479 8.8226 9.1357
C 6.5300 9.5355 8.0037
C 5.7197 10.6289 8.2007
C 5.1950 11.2401 7.0628
C 5.4814 10.7204 5.7946
C 6.3034 9.6253 5.6914
C 6.8134 9.0241 4.4072
N 7.3478 7.6517 4.6114
C 6.3714 6.5605 4.3227
C 5.3908 6.3725 5.4934
N 6.1891 6.1080 6.7005
N 6.8201 9.0610 6.7900
H 4.9586 7.2396 7.9721
H 4.8082 5.5070 8.2273
H 7.0866 5.4433 9.2299
H 6.0727 6.6196 10.0477
H 8.4348 7.1637 9.2536
H 8.1992 9.3306 9.3014
H 6.6742 8.8869 10.0800
H 5.5261 11.0253 9.2050
H 4.5982 12.1456 7.1462
H 5.0523 11.1826 4.9174
H 7.6415 9.6491 4.0612
H 6.0492 9.0695 3.6277
H 8.0810 7.5291 3.9341
H 6.9683 5.6488 4.2078
H 5.8343 6.7392 3.3865
H 4.7079 5.5534 5.2556
H 4.7589 7.2512 5.6191
H 6.5247 5.1478 6.6640
C 12.9039 7.1939 7.1170
C 11.5184 7.8047 7.4234
C 11.0351 7.3301 8.8000
P 10.2282 7.7074 6.1262
C 10.5460 9.1706 5.0427
C 9.8539 10.4110 5.6532
C 12.0028 9.5482 4.7802
C 10.4881 6.1927 5.1534
C 11.7427 6.0340 4.2895
C 10.2604 4.9589 6.0344
H 13.6024 7.4901 7.9073
H 13.3533 7.5834 6.1994
H 12.8845 6.1228 7.0516
H 11.6714 8.8854 7.5065
H 10.7589 6.2817 8.7786
H 10.2323 7.9297 9.1535
H 11.8514 7.4464 9.5297
H 10.0492 8.9139 4.0952
H 10.3709 10.7385 6.5554
H 8.8157 10.2759 5.9411
H 9.9169 11.1812 4.9153
H 12.4806 9.9132 5.6996
H 12.0176 10.3992 4.0842
H 12.6249 8.7660 4.3339
H 9.6581 6.1817 4.4451
H 12.6624 6.0363 4.9217
H 11.8392 6.8171 3.5456
H 11.7212 5.0445 3.8140
H 11.0502 4.8391 6.7785
H 10.2574 4.0749 5.4178
H 9.3194 4.9876 6.5961
```

Relative energy (zero: lowest compared OMol25 entry of this formula, charge and spin): 0.000 eV
Spin multiplicity: 3
Frontier orbital gap (alpha / beta): 9.18 / 9.16 eV
HOMO (alpha / beta): -14.7 / -15.4 eV
LUMO energy (alpha / beta): -5.55 / -6.21 eV
Net charge: +2

Entry 3:
A structure of composition C19H23BN8O2PtS3 at a distorted geometry, computed with wB97M-V/def2-TZVPD.

Structure (XYZ):
```
57
C19H23BN8O2PtS3, DFT wB97M-V/def2-TZVPD
Pt 0.4510 1.9238 -0.6625
C -1.8493 3.0999 1.9186
C -1.3395 1.7136 2.0467
C -1.5462 0.7891 3.0777
C -0.8553 -0.3410 2.7015
N -0.2783 -0.1116 1.5098
N -0.5810 1.1322 1.1212
B 0.5619 -1.0865 0.6507
N 1.9969 -0.5330 0.5284
C 3.1813 -1.1637 0.6227
C 4.1802 -0.2875 0.2619
C 3.5218 0.9051 -0.0614
C 4.0937 2.1799 -0.5587
N 2.2158 0.7269 0.1084
N 0.0034 -1.1270 -0.7899
C -0.4354 -2.1682 -1.5179
C -0.5372 -1.7719 -2.8344
C -0.1225 -0.4352 -2.8535
C 0.0788 0.4856 -3.9966
N 0.1817 -0.0716 -1.6095
N 0.5010 -2.4414 1.3258
C 1.2471 -2.9263 2.3549
C 0.6302 -4.0511 2.8344
C -0.5300 -4.2027 2.0343
C -1.5758 -5.2384 2.1507
N -0.5709 -3.2232 1.1511
H -1.9626 3.5404 2.9048
H -2.8213 3.0965 1.4288
H -1.1787 3.7046 1.3116
H -2.1076 0.9272 3.9777
H -0.7531 -1.2689 3.2258
H 3.2533 -2.1934 0.9045
H 5.2356 -0.4644 0.2418
H 5.0565 1.9945 -1.0248
H 4.2492 2.8859 0.2552
H 3.4233 2.6425 -1.2839
H -0.6334 -3.1186 -1.0629
H -0.8636 -2.3555 -3.6688
H -0.6491 0.2934 -4.7774
H 1.0747 0.3536 -4.4212
H -0.0146 1.5161 -3.6594
H 2.1316 -2.4363 2.7087
H 0.9633 -4.6931 3.6220
H -1.1296 -6.2057 2.3682
H -2.1669 -5.2952 1.2428
H -2.2415 -4.9933 2.9781
S -0.4931 6.6187 -1.4421
C -0.0656 5.0227 -1.5191
S 1.0686 4.2625 -0.4641
S -0.5971 3.9039 -2.7175
C -3.5066 1.0470 -1.5989
C -2.5034 2.0709 -2.0967
O -2.3999 2.3528 -3.2819
O -1.7858 2.6163 -1.1984
H -4.4705 1.2419 -2.0554
H -3.5703 1.1017 -0.5173
H -3.1648 0.0572 -1.8947
```

Relative energy (zero: lowest compared OMol25 entry of this formula, charge and spin): 3.702 eV
Spin multiplicity: 2
Frontier orbital gap (alpha / beta): 5.31 / 5.31 eV
HOMO (alpha / beta): -11.7 / -11.7 eV
LUMO energy (alpha / beta): -6.44 / -6.44 eV
Net charge: +1

Entry 4:
A structure of composition C9H9AsF3O8PtS, computed with wB97M-V/def2-TZVPD.

Structure (XYZ):
```
32
C9H9AsF3O8PtS, DFT wB97M-V/def2-TZVPD
Pt 0.4525 -0.7826 -0.6849
O 4.1829 2.4310 3.4563
C 3.3588 1.9970 2.6895
C 2.4359 2.8104 1.8038
O 2.3826 4.0202 1.7453
C 1.6028 1.8419 1.0471
C 2.0092 0.5361 1.4047
O 1.5361 -0.5988 0.9454
C 3.0367 0.5407 2.4330
O 3.5512 -0.4148 2.9872
O 0.6794 2.1616 0.2505
F -0.4818 -4.0353 -1.3675
C -0.1813 -3.9061 -2.6580
F 0.6675 -4.8752 -2.9989
F -1.3016 -4.0522 -3.3704
S 0.5717 -2.2622 -3.0054
O 0.7979 -2.2591 -4.4100
O 1.7136 -2.1738 -2.0959
O -0.4675 -1.3057 -2.5209
C -2.8205 -0.6523 0.0316
As -1.2647 0.5231 0.1175
C -1.3411 1.0614 1.9649
C -1.8525 1.9593 -1.0194
H -3.7301 -0.1054 0.2842
H -2.6822 -1.4766 0.7299
H -2.9018 -1.0571 -0.9765
H -2.3885 1.0921 2.2653
H -0.8756 2.0348 2.0772
H -0.8082 0.3223 2.5609
H -2.8098 2.3341 -0.6562
H -1.9765 1.5559 -2.0237
H -1.0949 2.7351 -1.0067
```

Relative energy (zero: lowest compared OMol25 entry of this formula, charge and spin): 0.963 eV
Spin multiplicity: 1
Frontier orbital gap: 6.83 eV
HOMO: -4.5 eV
LUMO energy: 2.38 eV
Net charge: -1

Entry 5:
A structure of composition C4H4N6O2 at a distorted geometry, computed with wB97M-V/def2-TZVPD.

Structure (XYZ):
```
16
C4H4N6O2, DFT wB97M-V/def2-TZVPD
C -0.4794 2.3208 -0.2810
C 0.0824 0.4625 0.0691
C 0.3149 -0.8728 0.6789
C 0.7531 -2.2110 0.1050
H -2.1524 3.9314 -0.6902
H -1.5280 3.4332 1.0889
H 1.0167 -2.0816 -1.9780
H 1.2269 -3.7126 -1.2984
N -1.1433 3.5513 -0.1266
N -0.0894 1.5682 0.7065
N 0.0410 0.5665 -1.2779
N -0.1188 -1.0282 1.8320
N 0.7509 -2.9468 1.2728
N 1.1026 -2.8027 -1.0946
O -0.1661 1.8995 -1.3665
O 0.3888 -2.0775 2.3598
```

Relative energy (zero: lowest compared OMol25 entry of this formula, charge and spin): 4.760 eV
Spin multiplicity: 1
Frontier orbital gap: 9.53 eV
HOMO: -9.3 eV
LUMO energy: 0.25 eV
Net charge: 0

Entry 6:
An isolated molecule of C2H3N3O3 at a distorted geometry, computed with wB97M-V/def2-TZVPD.

Structure (XYZ):
```
11
C2H3N3O3, DFT wB97M-V/def2-TZVPD
C -0.6633 1.0987 2.2442
C -0.1098 -0.9961 -0.4451
H -0.3287 0.2435 2.8470
H -1.6541 1.4828 2.5531
H 0.0388 1.9005 2.2384
N 0.1579 0.1250 0.3376
N 1.1734 0.2923 -1.6470
N 0.7131 -0.8420 -1.6295
O -0.9498 0.7059 0.8898
O 0.7939 1.0370 -0.5331
O -0.8100 -1.9016 -0.0893
```

Relative energy (zero: lowest compared OMol25 entry of this formula, charge and spin): 3.894 eV
SMILES: COn1onnc1=O
Spin multiplicity: 1
Frontier orbital gap: 10.13 eV
HOMO: -10.7 eV
LUMO energy: -0.62 eV
Net charge: 0

Entry 7:
An isolated molecule of CH5N3O2 at a distorted geometry, computed with wB97M-V/def2-TZVPD.

Structure (XYZ):
```
11
CH5N3O2, DFT wB97M-V/def2-TZVPD
C 0.6624 -0.0185 0.0483
H -1.7079 0.6824 -0.5573
H 0.1107 1.6444 1.2763
H 2.1944 0.9228 0.3146
H 0.7805 -1.8601 -0.7387
H -1.4328 -1.7486 0.3918
N -0.2355 0.9535 0.6792
N 1.8834 -0.0330 0.1221
N 0.1223 -1.0054 -0.7732
O -1.1131 1.6150 -0.3501
O -1.2644 -1.1525 -0.4130
```

Relative energy (zero: lowest compared OMol25 entry of this formula, charge and spin): 3.906 eV
SMILES: N=C(NO)NO
Spin multiplicity: 1
Frontier orbital gap: 9.87 eV
HOMO: -9.4 eV
LUMO energy: 0.50 eV
Net charge: 0

Entry 8:
A structure of composition C5H8O4Pm at a distorted geometry, computed with wB97M-V/def2-TZVPD.

Structure (XYZ):
```
18
C5H8O4Pm, DFT wB97M-V/def2-TZVPD
H -2.8971 1.4349 0.6996
Pm -0.5882 -0.8849 1.1125
O -2.5400 2.7066 -0.7681
O -0.9154 1.2430 -0.2264
C 0.1717 2.1643 0.0668
C 0.7922 1.8270 1.4233
O -0.1551 1.0278 2.0757
C -2.1711 1.8133 -0.0440
H 0.8194 2.2295 -0.8120
H -0.1965 3.1821 0.2403
H 0.9366 2.7809 1.9628
H 1.8333 1.4767 1.3098
C 0.8271 -3.3891 -1.8725
C 0.8191 -3.6169 -0.5440
O 0.1135 -2.9844 0.3710
H 1.4408 -4.0130 -2.5233
H 1.4804 -4.4062 -0.1486
H 0.2292 -2.5916 -2.3229
```

Spin multiplicity: 5
Frontier orbital gap (alpha / beta): 5.85 / 6.17 eV
HOMO (alpha / beta): -11.7 / -11.7 eV
LUMO energy (alpha / beta): -5.81 / -5.54 eV
Net charge: +1